Entry 1:
ORCA calculation (ωB97M-V with the def2-TZVPD basis set) on C2H10O2Si2 in the gas phase at a distorted geometry.

```
16
Properties=species:S:1:pos:R:3
H -1.00768 1.58148 -2.46127
H -2.07237 2.44905 1.45938
H 0.00820 -1.94846 -0.81306
Si -0.48775 1.31261 0.14774
C 2.03825 -1.36094 0.73422
Si 0.20709 -1.78958 0.67828
H 2.08914 -0.82279 -0.16770
H -0.66092 -0.06292 -1.97973
C -1.18526 0.90243 -1.65059
H -2.31098 0.81556 -1.60588
O -0.68151 -0.02014 0.93668
H 2.77647 -2.22575 0.63620
H 2.34782 -0.61920 1.42532
O -1.21512 2.49157 1.05660
H -0.69273 -2.55054 1.44907
H 0.84734 1.84763 0.15474
```

Computed properties:
- HOMO (eV) = -9.75
- relative energy (zero: lowest compared OMol25 entry of this formula, charge and spin) (kJ/mol) = 181.0
- LUMO energy (Ha) = 0.02027

These are the Mulliken partial charges, in e, on atoms 1 to 2: 0.36, 0.30

Entry 2:
ORCA calculation (ωB97M-V with the def2-TZVPD basis set) on 2 unconnected molecules or ions with the total composition CH6NOSi at a distorted geometry.

```
10
Properties=species:S:1:pos:R:3
N -1.93557 1.67814 0.54355
Si -0.33445 -0.38197 -0.64383
H -0.28428 -1.80705 -1.32970
O -1.56432 -0.46697 0.27695
H 1.35842 0.44770 0.79741
H 1.28534 -1.15737 0.84580
H -0.38683 0.72378 -1.60568
H 2.23430 -0.40502 -0.51360
H -1.68605 1.69405 1.47676
C 1.31344 -0.32529 0.15233
```

Computed properties:
- net charge = -1
- HOMO (alpha / beta) (eV) = -3.77 / -3.81
- relative energy (zero: lowest compared OMol25 entry of this formula, charge and spin) (kJ/mol) = 373.6
- LUMO energy (alpha / beta) (Ha) = 0.16576 / 0.16689

These are the Mulliken partial charges, in e, on atoms 1 to 2: -0.35, 0.36

Entry 3:
ORCA calculation (ωB97M-V with the def2-TZVPD basis set) on C25H20N2O4S in the gas phase at a distorted geometry.

```
52
Properties=species:S:1:pos:R:3
H 4.35732 0.94843 1.65295
S 2.24427 1.24625 -0.20350
C -2.37258 -0.20434 -1.54642
H -1.16577 2.28433 2.59730
C -1.39604 0.13154 2.78165
H -1.66189 -1.93326 3.29285
H 6.32382 -0.57117 1.74667
C 4.42329 0.11110 0.96653
C -1.55929 -0.68920 5.06151
C -3.46891 0.99646 -3.39595
H 6.87265 -3.10280 1.39494
C -3.11847 -0.23635 -2.73768
C 4.59161 -2.08061 -0.76952
N -2.05324 0.95058 -0.94943
C -3.59420 -1.46420 -3.26096
H -3.31911 -2.38220 -2.73531
C 3.50123 -1.20595 -0.86028
H 2.71220 -1.38929 -1.58361
O 2.25020 1.52134 -1.62263
H -1.90521 3.00923 -1.09490
C -1.46014 0.62138 5.55228
C -2.99998 2.18106 -2.78170
H -1.46835 0.81344 6.62403
N 0.79318 0.62923 0.26282
C -1.36401 1.69015 4.65488
O 2.76551 2.21026 0.74072
C -1.51229 1.08865 0.46658
H 4.68896 -2.94636 -1.43209
H -4.55583 1.87961 -5.02878
O -1.59546 -1.29556 0.89681
C -4.75736 -0.27765 -5.02737
C 5.51562 -0.74656 1.02839
C -1.55118 -0.92671 3.68894
H -1.32092 2.72583 5.00055
C -0.14759 1.59667 0.29230
H -3.20022 3.15745 -3.21792
H 6.76248 -3.62821 -0.30202
C 5.59707 -1.85564 0.18309
H -2.13048 1.86917 0.92079
C -4.28537 0.93955 -4.54752
C -2.29828 2.12955 -1.60268
C 6.79462 -2.75321 0.35385
H 7.71875 -2.19283 0.14552
H -4.81152 -2.42598 -4.74876
C -1.48130 -0.14911 1.31286
H -5.39883 -0.30417 -5.90551
O 0.03495 2.82261 0.11224
H -2.07623 -1.11606 -1.03458
C -4.41519 -1.48158 -4.37887
C 3.43116 -0.10786 0.00549
C -1.29479 1.44379 3.28322
H -1.63888 -1.53080 5.74826
```

Computed properties:
- HOMO (eV) = -8.38
- relative energy (zero: lowest compared OMol25 entry of this formula, charge and spin) (kJ/mol) = 163.7
- LUMO energy (Ha) = -0.05526

These are the Mulliken partial charges, in e, on atoms 1 to 2: 0.45, 1.41

Entry 4:
ORCA calculation (ωB97M-V with the def2-TZVPD basis set) on a molecular structure, C28H42BaBrN3P2 at a distorted geometry.

```
77
Properties=species:S:1:pos:R:3
P -2.14393 -0.82335 0.31096
H -1.18847 -3.03316 0.16534
C 0.43689 5.42180 -0.54033
H -0.47225 -2.73690 -2.86525
H 4.10220 2.74377 -1.10778
H -5.50968 -0.70462 -1.59223
H -3.95532 0.71232 -0.20417
H 1.89433 3.88218 0.22426
H -1.43520 -2.32418 -5.14978
H -4.22310 -3.26882 0.68630
H -1.73572 3.33335 -1.61370
C 3.36529 0.94039 -0.16510
H 0.46888 -1.37868 3.97394
H -0.71721 -0.70744 -5.20071
H -5.31263 -1.43645 -0.01071
H -0.21412 -5.99618 2.38163
C -4.21306 -0.85243 2.30100
H 2.47966 -2.12597 -4.44711
H -1.49075 5.86974 -1.62897
H 1.55851 -3.33930 -3.53294
C -0.07129 -4.95272 2.67686
Ba 0.99790 1.65485 1.22350
H -4.44289 -2.09218 -1.40743
H -0.09719 1.00850 -3.95070
C 4.31015 1.94659 -0.39466
C 0.91883 4.15876 -0.17796
C -0.76437 5.18366 -1.20119
H 2.89177 0.25372 -4.25673
C 2.53443 -1.04101 1.07644
C 5.86417 0.79999 1.09443
H -4.48892 -0.69959 3.35093
C 5.54599 1.85843 0.23659
H 1.20019 1.59135 -2.90707
C -2.71736 -0.71534 2.07115
H 1.17726 -4.47879 0.98276
N -0.98238 3.85157 -1.18221
H 2.91089 -0.84407 -2.28465
H -3.08840 -4.59745 0.51631
C 0.90489 -2.75514 2.30674
C 1.69067 -1.84228 1.50255
C -0.45075 -3.31114 4.24905
C 0.33278 -2.37604 3.55003
H -2.40035 0.28971 2.39290
N 0.01418 3.18057 -0.50839
H 6.87477 0.74457 1.51910
Br 6.87740 3.17264 -0.14772
H -2.14787 -1.43214 2.68154
C -3.16449 -3.53743 0.80760
C 2.35391 -2.58890 -3.45950
C 1.90492 0.53681 -4.63651
H 1.60024 -0.20687 -5.38107
H -4.77405 -0.11888 1.71950
C 0.72349 -4.09542 1.89683
N -0.66120 -4.55274 3.80345
C 0.88157 0.74042 -3.52904
H 0.91647 6.36605 -0.30211
H 2.02624 1.48691 -5.17115
H -1.65270 -1.40307 -2.93850
C 2.09795 -1.58741 -2.33359
H -3.17653 0.06147 -1.64581
H -0.90740 -3.04111 5.20618
H -2.92587 -3.50025 1.87893
H -2.41138 -2.81845 -1.09619
C 4.88603 -0.15983 1.39219
H 3.28911 -3.12206 -3.23822
C 3.61004 -0.11269 0.77528
H -4.60237 -1.83782 2.03725
P 0.51381 -0.61609 -2.33812
H 5.13245 -0.96280 2.10540
C -0.64347 -1.72045 -3.25893
C -4.77176 -1.16745 -0.92317
H 2.10255 -2.12840 -1.37427
C -0.59880 -1.71459 -4.78400
H 2.47943 0.91285 -0.84494
C -3.60712 -0.21900 -0.67267
C -2.21328 -2.67246 -0.02023
H 0.31864 -2.15170 -5.19866
```

Computed properties:
- net charge = +2
- HOMO (eV) = -12.70
- relative energy (zero: lowest compared OMol25 entry of this formula, charge and spin) (kJ/mol) = 204.9
- LUMO energy (Ha) = -0.22754

These are the Mulliken partial charges, in e, on atoms 1 to 2: 0.72, 0.17

> Which of these has the lowest relative energy (zero: lowest compared OMol25 entry of this formula, charge and spin)?

C25H20N2O4S